Below is a molecular structure, C13H18NO3PtS2 in a non-equilibrium geometry, with properties calculated with ωB97M-V/def2-TZVPD.

XYZ file:
```
38
Properties=species:S:1:pos:R:3:forces:R:3
Pt 0.122 -0.183 0.533 -0.39 1.29 -0.61
C -3.103 -0.034 1.308 -0.36 0.09 -0.12
O -2.021 -0.912 1.583 0.24 -0.20 -0.03
C -1.747 -1.085 2.963 0.38 0.00 0.21
C -0.686 -0.102 3.461 -0.99 -0.13 0.25
O 0.516 -0.393 2.758 -0.27 0.11 -1.72
C 1.616 0.451 3.080 1.04 0.30 -0.08
C 2.819 -0.051 2.276 -0.26 -0.20 0.37
O 2.577 0.005 0.880 -0.13 -0.23 -0.01
C 3.155 1.124 0.221 0.24 0.13 -0.21
H -4.017 -0.421 1.768 0.06 0.01 -0.03
H -3.223 -0.027 0.226 -0.02 0.09 0.04
H -2.920 0.984 1.663 0.09 -0.04 -0.03
H -1.367 -2.106 3.068 -0.07 0.12 0.10
H -2.663 -0.977 3.550 0.07 -0.01 0.02
H -0.523 -0.237 4.538 0.05 -0.02 -0.17
H -0.999 0.933 3.274 0.15 -0.08 -0.02
H 1.834 0.377 4.152 -0.08 -0.04 -0.10
H 1.388 1.495 2.830 -0.11 -0.15 0.03
H 2.989 -1.109 2.515 0.03 0.24 0.04
H 3.710 0.530 2.534 -0.10 -0.07 0.04
H 4.238 1.117 0.374 -0.07 0.01 -0.03
H 2.742 2.075 0.569 -0.08 -0.07 0.00
H 2.943 0.994 -0.839 0.01 0.11 0.06
S -0.449 2.343 0.096 0.27 -0.96 0.56
C -0.541 1.579 -1.424 -0.06 -0.02 -0.42
N -0.286 0.278 -1.465 0.13 1.22 2.28
C -0.384 -0.235 -2.724 -0.05 -0.78 -1.33
C -0.174 -1.563 -3.088 -0.02 0.25 0.20
C -0.323 -1.909 -4.413 -0.02 0.10 -0.02
C -0.672 -0.955 -5.371 0.01 -0.05 -0.02
C -0.880 0.368 -5.030 0.02 -0.09 0.03
C -0.734 0.725 -3.699 0.15 -0.29 0.65
S -0.932 2.294 -2.957 0.16 -0.43 0.41
H 0.095 -2.281 -2.326 0.01 -0.11 -0.05
H -0.168 -2.931 -4.714 0.02 -0.15 -0.07
H -0.783 -1.259 -6.398 -0.01 -0.02 -0.14
H -1.149 1.100 -5.775 -0.02 0.05 -0.07
```
Positions in Å, forces in eV/Å.

The calculation puts the energy at -46314.51149 eV. The value obtained for the LUMO energy (alpha / beta) is -5.001 / -4.994 eV. For the gap between HOMO and LUMO (alpha / beta), the calculation gives 6.2293 / 6.2364 eV. The charge is +1.

=====

Below is a molecular structure, C7H9N3S3W, with properties calculated with ωB97M-V/def2-TZVPD.

XYZ file:
```
23
Properties=species:S:1:pos:R:3:forces:R:3
W 2.908 0.224 0.335 -0.33 -0.17 -0.09
S 1.074 0.643 -2.806 0.02 -0.02 0.10
C -0.107 -0.974 -0.411 -0.01 0.03 0.08
C -1.250 -1.286 -1.136 0.02 0.01 0.01
C -2.068 -2.297 -0.653 0.00 -0.01 -0.01
C -1.721 -2.972 0.513 -0.01 0.00 -0.01
C -0.553 -2.671 1.207 0.00 0.04 -0.05
C 0.276 -1.665 0.737 0.09 0.05 -0.02
S 1.829 -1.330 1.573 0.08 0.04 -0.04
H -1.467 -0.786 -2.073 -0.01 0.00 0.00
H -2.961 -2.574 -1.195 0.00 0.01 0.00
H -2.357 -3.767 0.877 0.00 0.00 0.00
H -0.285 -3.233 2.092 0.02 0.01 0.01
N 2.408 2.378 0.628 -0.14 0.21 -0.02
N 1.022 2.685 0.379 0.08 0.02 0.01
C 0.206 1.816 -0.184 -0.12 0.02 0.01
N -1.063 2.030 -0.357 0.11 -0.06 0.01
S 1.019 0.285 -0.923 0.22 -0.01 0.06
H 2.578 2.686 1.588 0.03 -0.09 0.01
H 2.959 3.005 0.031 0.03 -0.07 -0.02
H 0.713 3.606 0.672 -0.01 0.00 -0.01
H -1.530 2.895 -0.111 -0.02 -0.01 0.01
H -1.631 1.302 -0.779 -0.03 0.03 -0.02
```
Positions in Å, forces in eV/Å.

The calculation puts the energy at -46185.46812 eV. The spin multiplicity is 3. The value obtained for the LUMO energy (alpha / beta) is -8.012 / -8.525 eV. For the gap between HOMO and LUMO (alpha / beta), the calculation gives 7.1891 / 6.7909 eV. The charge is +2. The expectation value of S² is 2.011.

=====

Below is a molecular structure, C25H29Cl51N4O3 in a non-equilibrium geometry, with properties calculated with ωB97M-V/def2-TZVPD.

XYZ file:
```
112
Properties=species:S:1:pos:R:3:forces:R:3
N 5.070 0.283 2.542 -0.67 0.72 -0.92
C 4.629 1.301 1.550 0.75 0.50 0.98
N 5.750 2.324 1.480 -0.53 -0.90 -0.62
N 3.404 1.966 2.105 0.26 0.12 -1.03
C 4.436 0.766 0.041 0.41 1.16 -0.33
O 4.024 -0.624 -0.075 -2.68 0.30 0.48
C 2.650 -0.734 -0.446 0.73 0.68 -3.52
O 2.364 -0.619 -1.659 0.42 -0.71 4.83
O 1.731 -1.018 0.595 0.38 2.05 -1.61
C 0.656 -0.030 0.590 -1.91 0.21 0.40
C -0.687 -0.571 1.079 -0.35 3.87 -0.52
C -1.873 0.467 1.085 5.71 1.21 -1.89
C -1.418 1.856 0.535 -0.03 -2.67 -0.31
C 0.021 2.224 0.071 -1.53 -4.66 0.66
N 1.046 1.247 0.132 -4.09 -0.70 0.99
H 4.362 0.104 3.265 0.32 -0.06 -0.88
H 5.414 -0.580 2.106 -0.43 0.69 0.40
H 5.781 2.830 2.375 -0.01 -0.22 -0.79
H 5.617 2.953 0.676 -0.02 -0.09 0.76
H 3.665 2.559 2.918 0.01 -0.65 -0.90
H 3.102 2.620 1.353 0.00 -0.51 0.90
H 5.458 0.863 -0.490 -1.54 -0.38 0.99
H 3.708 1.412 -0.576 1.06 -1.03 1.48
H -0.854 -1.655 1.424 0.63 2.02 -0.60
H -2.921 0.227 1.448 1.62 0.45 -0.64
H -2.215 2.677 0.478 1.26 -1.80 -0.13
H 0.252 3.284 -0.292 -0.02 -2.27 0.07
C -1.994 -3.032 -2.163 0.11 -0.14 0.03
Cl -3.498 -3.006 -1.231 0.08 -0.04 -0.10
Cl -2.184 -2.132 -3.675 0.02 -0.08 0.07
Cl -0.661 -2.369 -1.209 -0.23 -0.27 -0.63
H -1.760 -4.067 -2.407 -0.07 0.19 0.03
C -5.698 -3.038 -5.022 -0.08 0.08 0.04
Cl -5.913 -1.610 -6.043 0.09 -0.12 0.11
Cl -6.995 -3.148 -3.824 0.16 -0.03 -0.09
Cl -5.637 -4.505 -6.008 -0.41 0.36 -0.33
H -4.750 -2.942 -4.495 -0.17 -0.02 -0.09
C 1.582 -4.621 0.333 0.12 0.02 0.03
Cl 0.347 -5.006 1.541 0.04 0.10 -0.11
Cl 3.174 -4.482 1.093 -0.15 0.03 -0.09
Cl 1.606 -5.846 -0.944 -0.05 0.14 0.06
H 1.333 -3.662 -0.117 0.07 -0.23 0.12
C 7.529 -1.691 -0.009 0.14 0.06 0.02
Cl 6.267 -2.459 0.965 0.22 -0.24 -0.12
Cl 8.557 -0.668 1.003 -0.16 -0.06 -0.11
Cl 8.499 -2.913 -0.845 -0.28 0.41 0.23
H 7.050 -1.063 -0.757 0.04 -0.14 0.16
C -1.135 5.074 2.823 0.04 0.42 -0.16
Cl -0.682 4.076 1.431 0.03 2.85 2.63
Cl -0.428 6.693 2.691 -0.04 -0.04 0.10
Cl -2.896 5.175 2.964 0.12 -0.12 0.11
H -0.746 4.604 3.723 -0.07 0.07 -0.21
C -8.866 -6.898 -6.321 0.03 0.00 0.02
Cl -8.178 -8.525 -6.432 -0.14 0.14 -0.03
Cl -9.871 -6.550 -7.735 0.11 0.00 0.10
Cl -9.805 -6.720 -4.832 0.12 0.02 -0.11
H -8.048 -6.181 -6.297 -0.18 -0.13 0.01
C 1.095 3.452 5.919 0.14 -0.09 -0.02
Cl 1.598 2.527 4.496 -0.17 0.10 0.19
Cl 1.744 5.096 5.853 -0.07 -0.12 0.01
Cl -0.671 3.485 6.051 0.07 -0.04 0.08
H 1.493 2.961 6.804 -0.11 0.11 -0.17
C -5.058 7.321 0.489 0.17 0.04 0.06
Cl -6.315 6.610 1.511 0.05 0.21 -0.04
Cl -3.986 8.352 1.448 -0.16 -0.20 -0.10
Cl -4.134 6.053 -0.331 -0.11 0.11 -0.06
H -5.539 7.938 -0.268 0.07 -0.15 0.14
C -8.105 3.228 0.651 0.04 -0.02 -0.05
Cl -6.369 3.207 0.991 -0.13 -0.12 0.00
Cl -8.439 4.147 -0.824 0.01 -0.05 0.15
Cl -8.732 1.579 0.512 0.01 0.14 0.05
H -8.611 3.718 1.481 0.11 -0.10 -0.17
C -4.315 11.785 3.993 0.03 -0.05 -0.03
Cl -3.561 13.318 3.531 -0.07 -0.09 0.04
Cl -5.651 11.396 2.899 0.07 0.06 0.11
Cl -3.119 10.482 4.004 -0.09 0.14 0.07
H -4.717 11.891 4.999 0.09 -0.02 -0.21
C 6.557 -1.129 6.241 -0.07 -0.07 -0.06
Cl 6.326 -1.563 4.542 0.23 -0.18 0.38
Cl 6.377 0.617 6.468 0.06 -0.10 -0.01
Cl 5.418 -2.010 7.268 -0.15 0.39 -0.03
H 7.568 -1.410 6.532 -0.20 0.06 -0.04
C -9.150 -12.638 -7.606 -0.06 0.06 -0.02
Cl -10.654 -12.605 -6.676 0.14 -0.04 -0.08
Cl -9.333 -11.736 -9.117 0.03 -0.11 0.12
Cl -7.812 -11.984 -6.650 -0.04 -0.14 -0.06
H -8.922 -13.674 -7.851 -0.04 0.22 0.06
C -3.997 12.590 -0.576 0.04 0.03 -0.02
Cl -2.261 12.564 -0.236 -0.18 0.00 0.02
Cl -4.329 13.512 -2.049 0.00 -0.04 0.14
Cl -4.627 10.942 -0.718 0.01 0.22 -0.04
H -4.502 13.078 0.256 0.10 -0.13 -0.14
C 3.155 2.255 -3.999 -0.06 -0.02 -0.12
Cl 1.931 3.523 -4.159 0.07 -0.12 0.04
Cl 4.162 2.175 -5.451 -0.09 -0.02 0.14
Cl 4.152 2.531 -2.563 -0.05 0.23 -0.55
H 2.645 1.300 -3.881 0.12 0.17 0.06
C 7.547 -5.439 8.606 0.02 0.05 -0.02
Cl 6.041 -5.434 9.535 0.11 -0.03 -0.08
Cl 7.354 -4.525 7.104 0.26 -0.44 0.06
Cl 8.875 -4.776 9.570 -0.08 -0.09 -0.08
H 7.790 -6.469 8.352 -0.06 0.22 0.06
C 11.746 -5.102 -2.366 0.03 0.04 -0.04
Cl 12.255 -6.045 -3.775 -0.03 0.04 0.15
Cl 12.418 -3.467 -2.436 -0.06 -0.15 0.05
Cl 9.981 -5.045 -2.261 0.33 -0.35 -0.18
H 12.127 -5.591 -1.472 -0.09 0.10 -0.19
C -3.347 -7.473 -5.574 0.03 -0.10 0.02
Cl -4.740 -8.557 -5.676 0.13 0.18 -0.03
Cl -3.643 -6.198 -4.385 0.43 -0.36 0.31
Cl -1.881 -8.377 -5.168 -0.09 0.10 -0.08
H -3.204 -7.008 -6.548 -0.03 -0.08 0.20
```
Positions in Å, forces in eV/Å.

The calculation puts the energy at -677135.02095 eV. The value obtained for the LUMO energy is -0.330 eV. For the gap between HOMO and LUMO, the calculation gives 8.4488 eV. The charge is 0.

=====

Below is a single C5H10BNO2 molecule in a non-equilibrium geometry, with properties calculated with ωB97M-V/def2-TZVPD.

XYZ file:
```
19
Properties=species:S:1:pos:R:3:forces:R:3
B 2.692 -0.652 0.679 -2.81 0.79 0.77
C 1.536 -0.103 -0.179 -3.25 -0.53 -2.08
C -0.265 1.361 -0.696 0.23 2.38 -0.33
C -0.532 -1.173 -0.851 -0.08 2.29 0.69
C -1.351 1.261 0.420 -0.23 0.65 1.23
C -1.468 -1.050 0.334 2.54 0.22 1.41
N 0.289 0.043 -0.833 4.53 -0.67 1.51
O 2.298 0.843 0.043 0.60 1.34 0.92
O -2.173 0.124 0.319 -1.55 0.39 -1.54
H 2.430 -0.865 1.806 0.13 0.18 0.46
H 3.564 -0.970 0.138 3.03 -1.49 -1.54
H -0.672 1.723 -1.702 0.15 -0.57 1.44
H 0.632 2.164 -0.446 -2.41 -2.26 -0.38
H 0.182 -1.975 -0.807 -0.17 -0.66 -0.12
H -1.137 -1.106 -1.743 -0.05 -0.56 -0.48
H -0.956 1.183 1.499 0.25 0.58 -1.54
H -2.100 2.069 0.379 0.71 0.10 0.02
H -2.052 -1.907 0.325 -1.83 -1.28 0.33
H -0.917 -0.970 1.314 0.21 -0.90 -0.77
```
Positions in Å, forces in eV/Å.

The calculation puts the energy at -11606.16688 eV. The value obtained for the LUMO energy is 0.828 eV. For the gap between HOMO and LUMO, the calculation gives 10.2374 eV. As for the relative energy (zero: lowest compared OMol25 entry of this formula, charge and spin): 359.8 kJ/mol. The charge is 0.

=====

Among the records above, which one has the highest charge? C7H9N3S3W